No. 1
Below is a single C22H23FN2O4S2 molecule, with properties calculated with wB97M-V/def2-TZVPD.

Atoms and positions in Å:
1 C -2.71 3.54 2.16
2 C -1.45 2.74 2.17
3 C -0.33 3.19 1.47
4 C 0.85 2.46 1.46
5 C 0.90 1.27 2.15
6 S 2.42 0.33 2.19
7 O 3.51 1.24 2.34
8 O 2.31 -0.72 3.16
9 N 2.60 -0.47 0.70
10 C 2.14 -1.83 0.69
11 C 0.62 -1.92 0.62
12 O -0.09 -0.94 0.68
13 N 0.14 -3.18 0.54
14 C -1.25 -3.45 0.27
15 C -1.43 -4.12 -1.09
16 S -0.56 -3.24 -2.43
17 C -1.81 -2.00 -2.97
18 C -2.01 -0.90 -2.01
19 C -2.98 -0.68 -1.07
20 C -2.65 0.55 -0.45
21 C -1.51 0.98 -1.05
22 O -1.12 0.11 -1.99
23 C 2.60 0.26 -0.50
24 C 3.31 1.46 -0.56
25 C 3.34 2.20 -1.72
26 C 2.67 1.74 -2.84
27 F 2.70 2.46 -3.98
28 C 1.98 0.54 -2.81
29 C 1.95 -0.19 -1.64
30 C -0.19 0.80 2.86
31 C -1.36 1.54 2.86
32 H -2.54 4.50 2.65
33 H -3.51 3.03 2.69
34 H -3.03 3.74 1.14
35 H -0.38 4.13 0.93
36 H 1.72 2.82 0.94
37 H 2.46 -2.26 1.64
38 H 2.61 -2.37 -0.13
39 H 0.79 -3.95 0.45
40 H -1.76 -2.48 0.30
41 H -1.67 -4.09 1.05
42 H -1.00 -5.12 -1.08
43 H -2.49 -4.19 -1.36
44 H -1.41 -1.63 -3.91
45 H -2.74 -2.55 -3.14
46 H -3.82 -1.31 -0.86
47 H -3.19 1.03 0.34
48 H -0.90 1.84 -0.89
49 H 3.85 1.80 0.31
50 H 3.89 3.13 -1.78
51 H 1.47 0.19 -3.70
52 H 1.40 -1.12 -1.64
53 H -0.10 -0.12 3.40
54 H -2.21 1.18 3.42

## Properties
**SMILES**: Cc1ccc(S(=O)(=O)N(CC(=O)NCCSCc2ccco2)c2ccc(F)cc2)cc1
**HOMO-LUMO gap**: 8.73 eV
**Energy relative to the best compared isomer or geometry (same formula, charge and spin)**: 88.5 kJ/mol
**LUMO**: 0.4 eV

No. 2
Below is a single C13H22Cl3N3O3S2 molecule, with properties calculated with wB97M-V/def2-TZVPD.

Atoms and positions in Å:
1 C 6.49 0.30 0.40
2 C 5.99 1.73 0.56
3 C 4.77 2.05 -0.30
4 C 3.53 1.27 0.13
5 C 2.30 1.68 -0.69
6 C 1.12 0.85 -0.25
7 O 0.25 1.25 0.49
8 N 1.13 -0.41 -0.78
9 C 0.33 -1.52 -0.30
10 N -0.95 -1.10 0.18
11 C -2.11 -1.53 -0.39
12 S -2.14 -2.67 -1.59
13 N -3.23 -0.97 0.10
14 C -4.55 -1.31 -0.36
15 C -5.06 -0.28 -1.40
16 C -5.29 1.04 -0.68
17 S -5.58 0.56 1.07
18 O -6.86 1.00 1.54
19 O -4.41 0.93 1.84
20 C -5.51 -1.25 0.81
21 C 1.09 -2.27 0.82
22 Cl 0.15 -3.67 1.36
23 Cl 1.41 -1.20 2.20
24 Cl 2.65 -2.84 0.18
25 H 5.76 -0.41 0.77
26 H 6.69 0.08 -0.65
27 H 7.42 0.16 0.96
28 H 5.75 1.92 1.61
29 H 6.80 2.42 0.28
30 H 5.00 1.82 -1.35
31 H 4.56 3.12 -0.23
32 H 3.71 0.20 0.01
33 H 3.33 1.46 1.19
34 H 2.49 1.53 -1.75
35 H 2.07 2.73 -0.51
36 H 1.92 -0.68 -1.34
37 H 0.16 -2.23 -1.13
38 H -0.94 -0.24 0.72
39 H -3.17 -0.25 0.81
40 H -4.49 -2.30 -0.82
41 H -4.33 -0.19 -2.20
42 H -5.99 -0.66 -1.82
43 H -6.17 1.57 -1.03
44 H -4.42 1.68 -0.69
45 H -6.51 -1.61 0.56
46 H -5.14 -1.73 1.70

## Properties
**SMILES**: CCCCCC(=O)N[C@H](NC(=S)N[C@@H]1CCS(=O)(=O)C1)C(Cl)(Cl)Cl
**HOMO-LUMO gap**: 8.97 eV
**Energy relative to the best compared isomer or geometry (same formula, charge and spin)**: 0.0 kJ/mol
**LUMO**: 0.4 eV

No. 3
Below is a single C12H8F3N3O4 molecule, with properties calculated with wB97M-V/def2-TZVPD.

Atoms and positions in Å:
1 C 0.84 0.33 5.47
2 C 1.14 -0.16 4.12
3 O 2.05 -1.11 3.95
4 N 2.18 -1.40 2.64
5 C 1.36 -0.66 1.95
6 C 1.42 -0.83 0.45
7 O 2.38 -1.36 -0.05
8 N 0.34 -0.35 -0.21
9 C 0.10 -0.39 -1.58
10 C 0.93 -1.03 -2.49
11 C 0.61 -1.03 -3.84
12 C -0.52 -0.39 -4.30
13 C -1.35 0.24 -3.39
14 C -2.59 0.97 -3.86
15 F -3.63 0.78 -3.04
16 F -2.40 2.30 -3.91
17 F -2.99 0.60 -5.08
18 C -1.05 0.25 -2.04
19 C 0.63 0.18 2.87
20 N -0.38 1.15 2.70
21 O -0.96 1.22 1.62
22 O -0.65 1.85 3.65
23 H 1.19 1.35 5.58
24 H 1.34 -0.31 6.20
25 H -0.23 0.34 5.65
26 H -0.37 0.16 0.32
27 H 1.82 -1.53 -2.14
28 H 1.27 -1.53 -4.54
29 H -0.77 -0.39 -5.35
30 H -1.71 0.76 -1.34

## Properties
**SMILES**: Cc1onc(C(=O)Nc2cccc(C(F)(F)F)c2)c1[N+](=O)[O-]
**HOMO-LUMO gap**: 7.93 eV
**Energy relative to the best compared isomer or geometry (same formula, charge and spin)**: 0.0 kJ/mol
**LUMO**: -1.1 eV

No. 4
Below is 10 unconnected molecules or ions with the total composition C13H44N10O13S, with properties calculated with wB97M-V/def2-TZVPD.

Atoms and positions in Å:
1 S 0.24 0.07 -0.37
2 O -0.99 0.27 -1.12
3 O 0.35 1.11 0.68
4 O 0.26 -1.21 0.32
5 O 1.35 0.13 -1.32
6 C -1.87 -0.99 3.14
7 O -2.67 -1.36 3.99
8 N -1.70 -1.56 2.00
9 N -1.01 -0.06 3.29
10 H -2.26 -2.36 1.75
11 H -1.00 -1.26 1.35
12 H -0.52 0.32 2.49
13 H -1.20 0.46 4.13
14 C -3.49 2.67 -0.07
15 O -4.41 3.49 0.02
16 N -3.31 1.79 0.88
17 N -2.63 2.53 -1.09
18 H -3.73 2.04 1.76
19 H -2.43 1.29 0.85
20 H -2.73 3.20 -1.84
21 H -2.06 1.71 -1.16
22 C -0.52 -3.74 -1.85
23 O -1.13 -4.59 -2.48
24 N 0.28 -2.89 -2.45
25 N -0.75 -3.49 -0.61
26 H 0.72 -2.13 -1.96
27 H 0.50 -3.02 -3.43
28 H -0.40 -2.59 -0.34
29 H -1.45 -4.00 -0.08
30 C 0.74 2.19 -4.12
31 O 0.98 2.97 -5.02
32 N 1.71 1.41 -3.65
33 N -0.38 1.82 -3.67
34 H 2.66 1.33 -3.95
35 H 1.46 0.83 -2.86
36 H -1.15 2.45 -3.86
37 H -0.41 1.32 -2.79
38 C 1.84 -3.62 2.29
39 O 2.62 -4.37 2.81
40 N 2.07 -3.12 1.10
41 N 0.80 -3.18 2.98
42 H 1.48 -2.37 0.79
43 H 3.02 -3.21 0.74
44 H 0.10 -2.54 2.63
45 H 0.74 -3.57 3.91
46 C -0.77 4.77 3.67
47 C -0.99 3.59 2.69
48 O 0.03 3.61 1.69
49 H -1.44 4.64 4.52
50 H -1.05 5.77 3.31
51 H 0.24 4.95 4.04
52 H -2.00 3.62 2.29
53 H -0.83 2.70 3.29
54 H 0.07 2.80 1.16
55 C -5.57 -0.13 -2.97
56 C -4.05 0.04 -2.97
57 O -3.49 -0.86 -2.02
58 H -5.87 -1.03 -3.51
59 H -6.03 0.73 -3.46
60 H -5.90 -0.06 -1.93
61 H -3.65 1.03 -2.75
62 H -3.63 -0.10 -3.96
63 H -2.68 -0.47 -1.69
64 C 4.74 -2.34 -2.64
65 C 4.12 -1.02 -2.24
66 O 3.77 -1.12 -0.95
67 H 4.15 -3.22 -2.41
68 H 5.76 -2.39 -2.25
69 H 4.84 -2.33 -3.72
70 H 3.24 -0.80 -2.84
71 H 4.85 -0.21 -2.27
72 H 2.93 -0.67 -0.88
73 C 4.24 0.52 3.03
74 C 2.79 0.26 2.73
75 O 2.13 1.46 2.51
76 H 4.89 0.76 2.19
77 H 4.65 -0.38 3.48
78 H 4.28 1.24 3.85
79 H 2.34 -0.35 3.51
80 H 2.70 -0.33 1.82
81 H 1.45 1.15 1.90

## Properties
**HOMO-LUMO gap**: 9.28 eV
**Energy relative to the best compared isomer or geometry (same formula, charge and spin)**: 152.1 kJ/mol
**Net charge**: -2
**LUMO**: 4.6 eV

No. 5
Below is a single C5H9ClOS molecule, with properties calculated with wB97M-V/def2-TZVPD.

Atoms and positions in Å:
1 C -1.85 0.02 -0.20
2 C -0.45 -0.66 -0.04
3 C 0.57 0.37 -0.44
4 C 1.96 0.08 -0.11
5 S 3.10 1.34 -0.91
6 Cl 2.54 -1.77 -0.68
7 C 2.37 -0.21 1.28
8 O 3.47 0.05 1.76
9 H -2.10 0.28 -1.28
10 H -1.87 1.04 0.40
11 H -2.76 -0.64 0.20
12 H -0.42 -0.74 0.99
13 H -0.27 -1.61 -0.51
14 H 0.26 1.26 0.14
15 H 0.58 0.69 -1.45
16 H 4.00 1.53 0.17
17 H 1.51 -0.56 1.84

## Properties
**SMILES**: CCC[C@](S)(Cl)C=O
**HOMO-LUMO gap**: 9.37 eV
**Energy relative to the best compared isomer or geometry (same formula, charge and spin)**: 89.7 kJ/mol
**LUMO**: -0.3 eV

No. 6
Below is 15 unconnected molecules or ions with the total composition C22H73N27O15, with properties calculated with wB97M-V/def2-TZVPD.

Atoms and positions in Å:
1 O -0.42 1.51 -3.24
2 H -0.92 2.31 -3.44
3 H -0.62 1.25 -2.34
4 H 0.52 1.62 -3.38
5 C -0.07 1.59 1.86
6 C 0.26 1.54 0.40
7 C 1.57 0.65 0.21
8 C 1.35 -0.91 0.43
9 C 0.30 -1.35 -0.60
10 C -1.06 -0.54 -0.35
11 N -0.80 0.90 -0.38
12 O -1.85 1.73 -0.77
13 C -1.74 -1.03 0.92
14 C -1.88 -1.02 -1.60
15 C 0.83 2.91 -0.07
16 H -1.01 2.12 1.98
17 H 0.66 2.20 2.39
18 H -0.17 0.71 2.50
19 H 2.21 0.96 1.04
20 H 2.00 0.79 -0.78
21 H 0.94 -0.99 1.44
22 H 2.28 -1.47 0.30
23 H 0.06 -2.38 -0.34
24 H 0.59 -1.28 -1.65
25 H -2.78 -1.38 0.91
26 H -1.81 -0.22 1.65
27 H -1.18 -1.74 1.53
28 H -1.85 -2.11 -1.61
29 H -1.66 -0.50 -2.52
30 H -2.95 -0.84 -1.46
31 H 1.72 3.23 0.47
32 H 0.00 3.60 0.09
33 H 1.00 2.90 -1.14
34 C 1.18 -2.43 3.90
35 O 0.59 -3.52 4.02
36 N 0.90 -1.42 4.64
37 N 2.32 -2.32 3.27
38 H 1.22 -0.51 4.37
39 H -0.05 -1.45 4.99
40 H 2.50 -3.19 2.79
41 H 2.89 -1.51 3.12
42 C -1.22 4.71 -3.55
43 O -1.43 3.76 -4.28
44 N -1.11 5.95 -3.84
45 N -0.94 4.45 -2.28
46 H -1.23 6.52 -3.01
47 H -1.32 6.17 -4.81
48 H -1.28 3.57 -1.91
49 H -0.83 5.26 -1.68
50 C 0.67 -5.90 1.58
51 O 1.06 -6.85 0.90
52 N 0.83 -4.64 1.26
53 N 0.03 -6.10 2.72
54 H 1.60 -4.44 0.64
55 H 0.22 -3.89 1.56
56 H -0.22 -5.27 3.23
57 H -0.23 -7.04 2.98
58 C 0.06 -3.60 -4.35
59 O 0.41 -4.10 -3.29
60 N -0.67 -2.57 -4.49
61 N 0.50 -3.93 -5.52
62 H -0.47 -2.02 -5.31
63 H -1.19 -2.24 -3.69
64 H 1.10 -4.75 -5.51
65 H 0.06 -3.60 -6.36
66 C -0.40 5.46 2.93
67 O -1.51 5.02 2.94
68 N 0.15 5.80 4.03
69 N 0.17 6.05 1.95
70 H -0.31 5.30 4.78
71 H 1.01 6.32 4.05
72 H 1.12 6.38 2.06
73 H -0.27 6.17 1.05
74 C -0.48 2.07 6.36
75 O 0.35 2.91 6.13
76 N -0.68 1.58 7.53
77 N -1.51 1.87 5.56
78 H -1.51 1.03 7.69
79 H -0.14 1.56 8.38
80 H -1.38 2.41 4.72
81 H -2.15 1.09 5.70
82 C 3.45 2.10 -3.78
83 O 2.34 1.81 -3.54
84 N 4.44 2.40 -2.98
85 N 3.70 2.52 -4.98
86 H 5.34 2.66 -3.34
87 H 4.27 2.46 -1.98
88 H 4.63 2.83 -5.24
89 H 2.99 2.27 -5.64
90 C 3.20 2.73 3.71
91 O 4.35 2.70 3.27
92 N 2.38 3.74 3.78
93 N 2.59 1.89 4.43
94 H 1.49 3.85 4.24
95 H 2.78 4.48 3.22
96 H 2.98 1.01 4.74
97 H 1.84 2.30 4.98
98 C -3.29 -5.52 -1.72
99 O -3.74 -4.89 -2.71
100 N -2.05 -5.46 -1.34
101 N -3.93 -6.41 -0.98
102 H -1.75 -6.36 -1.01
103 H -1.41 -4.84 -1.82
104 H -3.51 -6.71 -0.11
105 H -4.82 -6.75 -1.33
106 C -6.34 -2.05 -2.00
107 O -7.30 -1.47 -1.79
108 N -6.06 -2.40 -3.23
109 N -5.61 -2.55 -1.12
110 H -5.78 -3.37 -3.29
111 H -6.67 -2.10 -3.97
112 H -4.79 -3.12 -1.29
113 H -6.02 -2.38 -0.22
114 C -5.11 1.19 0.96
115 O -6.16 1.06 1.55
116 N -4.79 0.60 -0.14
117 N -4.04 1.60 1.59
118 H -5.41 0.09 -0.76
119 H -3.85 0.81 -0.45
120 H -3.25 1.85 1.00
121 H -4.20 2.08 2.46
122 C 3.10 -1.54 -3.52
123 O 4.18 -0.88 -3.40
124 N 2.81 -2.64 -2.87
125 N 2.25 -1.28 -4.51
126 H 3.33 -2.83 -2.03
127 H 1.80 -2.71 -2.92
128 H 2.54 -0.44 -5.00
129 H 2.04 -2.01 -5.17
130 C 5.76 0.22 0.24
131 O 6.84 0.39 0.80
132 N 4.57 0.23 0.81
133 N 5.79 -0.30 -0.99
134 H 4.64 0.45 1.79
135 H 3.79 0.49 0.22
136 H 5.00 -0.29 -1.61
137 H 6.71 -0.37 -1.39

## Properties
**HOMO-LUMO gap (spin up / spin down)**: 1.63 / 5.72 eV
**Net charge**: -1
**LUMO (spin up / spin down)**: 1.6 / 1.6 eV
**Multiplicity**: 2

No. 7
Below is a single CH4N2 molecule, with properties calculated with wB97M-V/def2-TZVPD.

Atoms and positions in Å:
1 H -0.96 1.56 0.05
2 N -1.43 0.66 0.21
3 C -0.50 -0.21 0.01
4 N 0.91 0.13 -0.18
5 H -0.69 -1.19 0.06
6 H 1.42 -0.24 0.66
7 H 1.23 -0.71 -0.81

## Properties
**SMILES**: [H]/N=C\N
**HOMO-LUMO gap**: 11.47 eV
**Energy relative to the best compared isomer or geometry (same formula, charge and spin)**: 187.5 kJ/mol
**LUMO**: 0.9 eV

No. 8
Below is a molecular structure, C29H41CoN4O2PS, with properties calculated with wB97M-V/def2-TZVPD.

Atoms and positions in Å:
1 Co -0.46 -0.60 -0.41
2 C 3.41 -2.26 -1.44
3 C 3.08 -0.79 -1.17
4 C 2.67 -0.06 -2.45
5 P 1.78 -0.53 0.12
6 C 2.43 -1.37 1.63
7 C 1.89 -0.68 2.89
8 C 2.06 -2.85 1.67
9 C 1.96 1.23 0.44
10 C 3.14 1.84 0.84
11 C 3.23 3.21 1.04
12 C 4.52 3.87 1.47
13 C 2.07 3.95 0.81
14 C 0.88 3.37 0.41
15 C 0.80 1.97 0.22
16 N -0.36 1.32 -0.17
17 C -1.51 2.12 -0.35
18 C -1.91 2.52 -1.63
19 C -1.09 2.12 -2.83
20 C -3.07 3.27 -1.78
21 C -3.84 3.65 -0.69
22 C -5.10 4.47 -0.88
23 C -3.42 3.28 0.58
24 C -2.26 2.52 0.77
25 C -1.79 2.15 2.15
26 H 4.16 -2.33 -2.24
27 H 2.53 -2.81 -1.77
28 H 3.83 -2.76 -0.56
29 H 3.96 -0.31 -0.75
30 H 1.74 -0.48 -2.85
31 H 3.45 -0.18 -3.21
32 H 2.52 1.00 -2.27
33 H 3.52 -1.27 1.58
34 H 0.80 -0.63 2.85
35 H 2.28 0.33 3.02
36 H 2.16 -1.27 3.77
37 H 0.99 -2.94 1.88
38 H 2.60 -3.35 2.48
39 H 2.28 -3.38 0.74
40 H 4.03 1.23 1.01
41 H 5.31 3.14 1.62
42 H 4.39 4.41 2.41
43 H 4.87 4.59 0.73
44 H 2.10 5.03 0.95
45 H 0.01 3.98 0.25
46 H -0.90 1.05 -2.86
47 H -0.10 2.60 -2.80
48 H -1.58 2.42 -3.76
49 H -3.39 3.56 -2.78
50 H -4.88 5.42 -1.38
51 H -5.58 4.69 0.07
52 H -5.82 3.94 -1.50
53 H -3.99 3.58 1.45
54 H -2.59 2.29 2.88
55 H -0.94 2.77 2.45
56 H -1.44 1.12 2.18
57 N -2.48 -0.55 -0.92
58 C -3.46 -0.76 0.17
59 C -3.33 -2.14 0.79
60 C -2.07 -2.38 1.61
61 O -2.13 -3.07 2.61
62 O -0.97 -1.90 1.11
63 H -2.66 0.35 -1.36
64 H -2.61 -1.27 -1.63
65 H -4.48 -0.63 -0.21
66 H -3.29 0.01 0.92
67 H -3.34 -2.89 0.00
68 H -4.19 -2.34 1.43
69 S -0.26 -2.30 -2.28
70 C -0.11 -3.86 -1.62
71 N -0.18 -4.03 -0.28
72 C -0.11 -5.23 0.31
73 C 0.06 -6.35 -0.45
74 C 0.17 -6.13 -1.83
75 N 0.09 -4.95 -2.41
76 H -0.33 -3.18 0.31
77 H -0.20 -5.23 1.39
78 H 0.13 -7.33 -0.01
79 H 0.33 -6.97 -2.50

## Properties
**HOMO-LUMO gap (spin up / spin down)**: 6.61 / 6.86 eV
**LUMO (spin up / spin down)**: -0.3 / -0.3 eV
**Multiplicity**: 2

no.,E (Eh)
1,-2158.8429
2,-3075.5445
3,-1226.8178
4,-2445.8945
5,-1129.4723
6,-3489.1980
7,-149.9717
8,-3621.5810